This record from OMol25 describes a molecular structure, C21H37BeCaClCsFN4O12P at a distorted geometry. The level of theory is the ωB97M-V functional and the def2-TZVPD basis.

XYZ file:
```
80
Properties=species:S:1:pos:R:3:lowdin_charge:R:1
C -4.536 0.778 -0.433 -0.036
C -4.200 -0.543 0.420 -0.304
F -5.313 -1.475 0.174 -0.095
C -2.864 -1.326 -0.018 -0.225
N -3.131 -2.095 -1.264 0.084
C -1.996 -2.249 -2.208 -0.282
O -1.931 -2.881 -3.285 0.107
C -0.820 -1.417 -1.434 -0.110
C 0.263 -0.630 -2.335 -0.135
O -0.314 0.412 -3.171 -0.129
N 0.528 1.505 -3.268 0.030
O 1.561 1.193 -3.781 0.059
C -1.490 -0.517 -0.250 -0.159
C -0.582 -0.175 1.042 -0.034
C 0.854 -0.945 1.072 -0.340
O 1.958 -0.388 0.822 0.144
O 0.928 -2.407 1.355 -0.418
H -5.064 1.518 0.303 0.042
H -3.582 1.320 -0.778 0.113
H -5.287 0.610 -1.286 0.123
H -4.255 -0.328 1.565 0.084
H -2.628 -1.938 0.944 0.146
H -3.761 -1.482 -1.830 0.149
H -0.174 -2.307 -1.049 0.140
H 0.993 -0.108 -1.601 0.132
H 0.918 -1.345 -2.961 0.150
H -1.599 0.513 -0.745 0.153
H -0.359 0.947 1.087 0.143
H -1.177 -0.544 1.986 0.050
H 1.160 -2.904 0.519 0.078
Ca 1.095 -4.246 2.507 1.106
C 4.177 -2.213 -8.262 -0.084
C 3.354 -1.158 -8.983 -0.278
O 1.963 -1.232 -8.701 -0.161
C 1.586 -1.068 -7.340 -0.279
C 1.997 0.272 -6.753 -0.071
H 3.819 -3.217 -8.517 0.081
H 5.230 -2.133 -8.543 0.078
H 4.112 -2.110 -7.177 0.061
H 3.462 -1.305 -10.060 0.119
H 3.731 -0.153 -8.770 0.106
H 1.973 -1.897 -6.738 0.101
H 0.495 -1.147 -7.308 0.118
H 3.081 0.403 -6.753 0.074
H 1.649 0.357 -5.721 0.037
H 1.569 1.092 -7.336 0.092
C -1.439 2.261 6.601 -0.051
C -1.865 2.342 5.277 -0.053
C -1.119 1.740 4.267 -0.102
C 0.048 1.048 4.582 -0.299
C 0.472 0.964 5.908 -0.156
C -0.269 1.573 6.916 -0.070
H -2.018 2.733 7.387 0.116
H -2.777 2.876 5.033 0.115
H -1.448 1.810 3.234 0.098
H 0.628 0.574 3.794 0.043
H 1.382 0.422 6.154 0.106
H 0.063 1.513 7.947 0.116
O 2.125 5.485 0.167 -0.178
P 1.662 4.416 -0.832 -0.123
O 0.801 5.055 -1.929 -0.164
O 0.840 3.357 -0.094 -0.308
O 2.885 3.747 -1.468 -0.190
C 0.886 4.930 8.910 -0.691
O -0.202 4.474 8.587 0.012
N 2.055 4.454 8.415 0.155
N 1.018 5.949 9.790 0.157
H 2.957 4.814 8.667 0.101
H 1.998 3.695 7.756 0.096
H 0.172 6.331 10.181 0.112
H 1.902 6.338 10.068 0.101
Be -6.276 0.544 1.797 0.752
C 1.391 -7.500 -1.738 -0.144
O 1.279 -6.467 -0.765 -0.192
H 2.406 -7.501 -2.135 0.086
H 1.184 -8.467 -1.275 0.082
H 0.686 -7.317 -2.552 0.084
H 0.373 -6.487 -0.430 0.050
Cl -8.828 1.135 2.358 -0.304
Cs -0.363 -1.880 4.284 0.883
```

Values from the calculation:
Total energy   -96800.6302 eV
Largest force on an atom   6.739 eV/Å
LUMO   -7.6472 eV
Charge   +1
Orbital gap   1.7 eV